No. 1
66
Properties=species:S:1:pos:R:3:lowdin_charge:R:1 method="wB97M-V/def2-TZVPD" e_homo_ev=-7.31 multiplicity=1 lumo_energy_ev=0.1247 orbital_gap_ev=7.4
Cl -1.005 -0.112 3.729 0.791
C -1.236 3.285 2.757 -0.025
H 1.321 -1.320 -4.707 0.086
H 2.084 1.649 1.927 0.114
H -2.296 2.690 0.105 0.139
C 4.347 0.128 -4.342 -0.088
H -4.072 -0.149 0.809 0.140
C -2.480 0.648 -1.137 -0.132
C 3.086 0.219 -2.266 -0.140
C -2.264 1.940 0.901 -0.111
C -0.821 2.807 -3.781 -0.043
Cl 3.238 -4.524 2.812 0.695
C 1.405 -3.206 4.270 -0.710
H -3.515 0.983 -1.315 0.142
C -3.001 -0.338 1.003 -0.149
H 2.002 3.411 3.707 0.112
N 0.085 1.746 1.537 0.022
C -1.791 2.046 -3.144 -0.008
C 1.160 2.136 2.208 -0.101
C -1.510 1.525 -1.888 -0.310
C 4.231 0.489 -3.018 -0.031
C 1.644 -2.493 1.982 -0.697
C -2.699 -1.773 0.675 -0.258
C 2.026 -3.331 3.029 -0.706
C -0.123 3.683 3.478 -0.047
C -3.337 -4.073 0.667 -0.046
H -4.027 -4.864 0.918 0.111
H -2.207 3.717 2.950 0.116
N -1.548 -2.055 0.084 0.035
C -1.280 -3.307 -0.259 -0.126
H -1.008 3.219 -4.762 0.109
H 5.250 0.348 -4.892 0.098
C 0.703 -1.475 2.140 -0.218
H 1.164 3.630 -3.588 0.113
C -3.616 -2.763 1.011 -0.008
C 0.139 -1.354 3.402 -0.667
C 1.106 3.113 3.186 -0.029
C 0.571 2.498 -1.876 -0.099
C 0.449 -2.214 4.456 -0.710
C -1.089 2.315 1.773 -0.296
C 0.382 3.043 -3.135 -0.024
H -3.194 2.037 1.480 0.136
H -0.335 -3.465 -0.761 0.079
C -2.156 -4.349 -0.009 -0.035
H 5.034 1.011 -2.517 0.116
H -2.742 1.848 -3.615 0.116
Tl 0.327 -0.265 0.199 0.766
C 2.049 -0.483 -2.888 -0.557
H -1.922 -5.351 -0.329 0.109
H -4.523 -2.494 1.530 0.118
C 3.287 -0.512 -4.965 -0.094
S 0.526 -1.054 -2.201 0.688
O 3.780 1.843 -0.714 0.033
O 2.448 0.281 0.074 -0.193
N -0.343 1.743 -1.287 0.025
H -0.214 4.428 4.253 0.111
H 1.484 2.662 -1.322 0.114
Cl 1.797 -4.281 5.548 0.689
C 3.108 0.833 -0.876 -0.641
Cl -0.348 -2.083 5.974 0.679
Cl 2.349 -2.734 0.440 0.752
H -2.828 -0.203 2.074 0.074
H -2.377 -0.370 -1.529 0.117
N -2.167 0.616 0.291 -0.194
C 2.155 -0.812 -4.243 -0.152
H 3.340 -0.772 -6.013 0.100


No. 2
9
Properties=species:S:1:pos:R:3:lowdin_charge:R:1 method="wB97M-V/def2-TZVPD" e_homo_ev="-8.96 / -7.75" multiplicity=1 lumo_energy_ev="-0.6157 / -0.7868" orbital_gap_ev="8.3 / 7.0"
O -0.263 1.755 -0.577 -0.241
H -1.424 -1.938 0.281 -0.056
H 1.901 2.350 0.414 0.033
H 0.259 -2.309 -0.416 0.013
Cl 0.149 -0.741 1.229 0.626
C -0.438 -2.046 0.353 -0.387
O 1.858 0.263 -1.027 -0.430
P 1.111 1.065 -0.043 0.455
H -0.515 2.448 -0.062 -0.013


No. 3
60
Properties=species:S:1:pos:R:3:lowdin_spin:R:1 method="wB97M-V/def2-TZVPD" charge=+1 e_homo_ev="-12.25 / -12.25" multiplicity=2 lumo_energy_ev="-3.2744 / -10.3943" orbital_gap_ev="9.0 / 1.9"
H 2.358 -1.599 5.522 0.000
O -1.187 -5.567 1.673 0.138
H -1.454 2.866 -3.467 0.000
C -0.110 -0.343 0.054 0.000
H -1.154 2.840 -0.078 0.000
C -1.100 3.555 0.744 0.000
H 1.740 6.780 -2.795 0.000
H 1.483 -4.016 -1.884 0.000
H 0.904 7.970 -2.056 0.000
N -2.310 0.611 -1.086 0.000
H 2.158 1.546 -4.478 0.000
C 2.334 -1.744 4.442 0.000
C -0.431 5.209 -2.798 0.000
H 0.347 -4.331 1.334 0.002
H 1.504 3.088 4.719 0.000
O 0.474 4.520 -2.431 0.000
C 1.091 -1.705 3.660 0.000
C 1.186 1.074 -4.337 0.000
H -4.882 -6.696 1.447 0.043
H 0.225 0.203 0.936 0.000
H -0.093 3.956 0.632 0.000
H -4.292 -8.084 0.401 0.000
O -3.128 -5.317 2.920 -0.016
H -3.831 -7.927 2.177 0.057
O -2.910 -6.704 1.005 0.595
O 1.594 -2.063 -2.661 0.000
H 0.701 7.957 -3.735 0.000
C 1.796 -1.252 -3.675 0.000
H 0.316 1.683 -4.091 0.000
C 2.301 1.582 3.640 0.000
H 2.848 -2.696 4.311 0.000
C -2.115 3.610 -3.024 0.000
C 1.891 -3.468 -2.733 0.000
H 0.829 0.732 -5.309 0.000
H -0.304 -1.381 0.323 0.000
H 2.958 -0.939 4.053 0.000
H -0.059 -4.414 3.031 0.013
O 1.260 -0.032 -3.330 0.000
H -1.185 -3.622 1.876 0.015
H 2.934 -3.767 -2.628 0.000
C -1.171 2.930 2.110 0.000
C 0.774 7.277 -2.887 0.000
H -1.837 4.346 0.606 0.000
H 2.127 1.492 5.492 0.000
O 2.361 -1.556 -4.735 0.000
C -2.484 -5.744 1.991 0.000
O -1.651 4.905 -3.224 0.000
C -1.355 0.171 -0.585 0.000
N -1.231 2.413 3.152 0.000
H 3.306 2.774 4.906 0.000
C 2.301 2.355 4.849 0.000
H 0.652 -0.361 -0.725 0.000
H -3.098 3.594 -3.496 0.000
N 0.120 -1.638 2.972 0.002
H 1.487 -3.925 -3.636 0.000
O -0.422 6.541 -2.978 0.000
C -4.096 -7.425 1.246 0.116
H -2.271 3.199 -2.027 0.000
C -0.485 -4.443 2.029 0.035
N 2.284 0.981 2.638 0.000


No. 4
14
Properties=species:S:1:pos:R:3:lowdin_charge:R:1 method="wB97M-V/def2-TZVPD" e_homo_ev=-8.88 multiplicity=1 lumo_energy_ev=1.0213 orbital_gap_ev=9.9
C 2.830 -0.518 -0.024 -0.119
H -0.706 1.678 -0.108 0.121
C -0.814 0.571 -0.042 -0.158
H 0.191 -1.270 0.063 0.130
H -4.230 -0.764 0.044 0.016
H 2.749 -1.122 -0.911 0.062
H 1.866 1.255 -0.689 0.097
C -3.236 -0.419 0.022 0.112
H 1.741 1.063 1.016 0.119
H 3.762 0.027 -0.068 0.063
C 0.323 -0.160 -0.028 -0.099
C -2.145 0.076 -0.013 -0.162
C 1.680 0.505 0.055 -0.261
H 2.793 -1.200 0.839 0.077